The following is a quantum chemistry calculation of a molecular structure, C28H38BeN4O3P2S at a distorted geometry, from the OMol25 dataset.

Summary:
Frontier orbital gap: 7.64 eV
LUMO level: -0.45 eV
HOMO energy: -8.08 eV
2S+1: 1

Structure (XYZ):
```
77
Properties=species:S:1:pos:R:3:forces:R:3
Be -0.627328 -2.307314 2.060011 1.4 -0.4 1.4
C -0.435092 3.435182 4.338641 0.1 -0.4 0.2
C -1.253363 2.580619 3.708656 0.1 0.8 0.7
C -1.166200 2.272094 2.240689 0.0 -0.6 0.1
C 0.211265 1.852270 1.661961 0.1 -0.6 -0.5
C 0.997846 2.899215 0.887012 -0.8 0.7 -0.1
C 1.166588 4.180525 1.254640 -0.2 -0.2 -0.1
C 0.730702 4.780108 2.570478 0.2 0.3 0.3
C 0.904278 3.808009 3.768611 0.0 0.5 -0.2
C 0.716232 -3.314061 1.759033 0.1 -1.0 -1.6
H -0.724708 3.977325 5.247542 0.1 -0.9 0.1
H -2.085662 2.135919 4.264028 -0.2 0.7 -0.3
H -1.497380 3.150289 1.664817 -0.1 -0.1 0.3
H -1.933407 1.486511 2.087963 0.6 0.2 -0.4
H 0.849583 1.378891 2.412926 -0.3 0.0 0.0
H -0.018190 1.034958 0.960973 0.2 0.2 0.0
H 1.246906 2.601521 -0.136534 0.3 0.2 0.4
H 1.574790 4.896963 0.549170 0.2 -0.2 -0.1
H -0.315991 5.119746 2.483944 0.2 -0.3 0.1
H 1.261953 5.708198 2.837364 0.1 -0.3 -0.6
H 1.451943 2.916520 3.429433 -0.3 0.4 0.2
H 1.546767 4.262943 4.540839 -0.4 -0.1 -0.2
H 1.429781 -3.365047 2.596212 -0.6 0.2 0.2
H 1.373806 -3.099224 0.899332 -0.7 -0.7 0.7
H 0.243259 -4.308493 1.667311 0.6 -0.1 -0.1
P 1.614185 -1.561707 -0.716076 2.2 0.8 -3.3
P -2.113334 -0.608411 -0.734649 -1.0 0.9 -3.5
N 2.923268 -0.442617 -1.187903 0.4 0.8 0.8
N 2.218353 -2.838105 -1.818009 -0.3 -0.9 0.1
N -2.021119 0.848791 -1.771949 0.6 0.4 0.1
N -3.557308 -1.182738 -1.645768 -0.8 -1.2 0.3
C 0.415397 -0.874206 -1.918738 0.1 0.4 0.2
C -0.935683 -1.567554 -1.811564 0.0 -0.4 0.3
C 4.005622 -0.216098 -0.328961 -0.1 0.7 -1.0
C 4.843551 0.739585 -0.894830 -0.8 -0.8 0.2
C 4.263960 1.127051 -2.143992 -0.8 -0.9 0.4
C 3.097639 0.382129 -2.300214 0.6 0.4 0.5
C 2.431790 -4.165357 -1.437555 0.5 0.3 -0.8
C 3.048088 -4.841526 -2.480433 -0.4 0.6 0.5
C 3.188957 -3.919038 -3.566352 -0.6 0.8 0.8
C 2.664187 -2.702306 -3.137280 0.2 -0.9 0.2
C -1.823484 2.177262 -1.370020 -0.2 0.1 -1.0
C -1.642239 2.973846 -2.495182 0.0 -1.0 0.6
C -1.668254 2.113188 -3.635714 -0.2 -1.2 1.0
C -1.889289 0.826039 -3.168968 0.2 1.1 0.1
C -4.358560 -0.594985 -2.630649 -0.3 -0.6 -0.1
C -5.171917 -1.563910 -3.208759 0.8 0.3 0.9
C -4.888494 -2.803757 -2.547838 0.6 0.5 0.4
C -3.911738 -2.545900 -1.600083 -0.4 0.8 -0.6
H 0.770749 -0.904899 -2.956927 0.0 -0.2 0.4
H 0.369644 0.194635 -1.685478 -0.3 0.0 0.0
H -1.350374 -1.717731 -2.811506 -0.2 0.1 0.3
H -0.860010 -2.580126 -1.395015 0.2 0.0 0.0
H 4.042220 -0.750824 0.606099 0.1 0.0 0.0
H 5.761078 1.105547 -0.459026 -0.1 0.0 0.0
H 4.652353 1.857249 -2.840906 -0.1 -0.1 0.1
H 2.390279 0.395005 -3.116016 0.1 0.1 0.2
H 2.140272 -4.481671 -0.449617 0.1 -0.1 0.0
H 3.368645 -5.875825 -2.462662 -0.1 0.2 0.0
H 3.623749 -4.117960 -4.538297 -0.1 0.1 0.2
H 2.608638 -1.754299 -3.652589 0.1 -0.2 0.1
H -1.889536 2.460347 -0.334557 0.0 -0.1 0.0
H -1.505403 4.041340 -2.517835 0.0 0.0 0.2
H -1.545881 2.368260 -4.675211 0.0 0.1 0.0
H -2.014666 -0.076566 -3.739172 0.0 0.0 0.1
H -4.288702 0.454408 -2.880657 0.0 -0.2 0.2
H -5.888071 -1.396699 -4.001757 0.1 0.0 0.1
H -5.342371 -3.767080 -2.748392 0.1 0.2 0.1
H -3.427931 -3.201374 -0.893936 0.0 -0.1 0.0
C -1.554294 -0.588550 5.076134 0.1 0.0 0.5
S -0.468213 -1.677465 4.186770 0.0 0.2 -2.3
O -0.325043 -0.961625 2.791165 -0.3 0.3 1.7
O 0.761171 -1.873723 4.891598 -0.9 0.2 0.0
O -1.166097 -2.908179 3.650518 -0.2 0.9 0.7
H -0.903736 -0.008270 5.747539 -0.3 -0.1 -0.3
H -2.298560 -1.142655 5.658935 0.3 -0.1 -0.2
H -2.041852 0.065420 4.347194 0.2 -0.3 0.2
```
Forces are in eV/Å.

---

The following is a quantum chemistry calculation of 3 unconnected molecules or ions with the total composition C33H60ClN3O6S at a distorted geometry, from the OMol25 dataset.

Summary:
Expectation value of S²: 2.009
Frontier orbital gap (alpha / beta): 7.89 / 8.53 eV
LUMO level (alpha / beta): -1.02 / -1.02 eV
HOMO energy (alpha / beta): -8.92 / -9.56 eV
2S+1: 3

Structure (XYZ):
```
104
Properties=species:S:1:pos:R:3:forces:R:3
C 0.848803 3.238896 2.400164 -1.5 -0.4 0.2
O 1.506411 3.962287 1.329326 1.3 -0.9 1.5
C 2.955577 3.939179 1.486818 1.4 -0.1 0.0
C 3.724639 3.362464 0.187982 -0.1 0.6 -0.3
C 3.051251 2.045813 -0.448664 -0.3 0.7 0.0
C 2.625015 0.922431 0.624040 0.5 -0.4 -0.6
C 3.414576 -0.495586 0.421593 -0.9 0.8 0.8
C 2.513465 -1.630061 1.124558 1.0 -0.6 -0.5
C 3.033663 -2.067506 2.595358 -1.1 0.1 0.3
C 3.117981 -0.854745 3.637290 0.1 -0.1 -1.0
O 1.847822 -0.108012 3.707905 -0.9 -0.4 2.6
C 1.578334 0.192958 5.074483 -1.8 0.1 -0.1
O 0.457404 0.439489 5.580246 5.5 -0.8 -2.3
O 2.862571 0.094388 5.726977 -1.9 -1.2 0.3
C 3.349156 -1.196200 5.212591 -1.0 -1.3 -1.7
C 2.466270 -2.451195 5.686252 -0.9 -0.1 0.2
C 1.889062 -2.350910 7.182394 0.0 -0.6 0.3
C 2.919013 -1.775942 8.275035 -0.8 0.0 -0.4
Cl 2.618510 -2.765219 9.833170 0.3 1.0 -0.9
N 4.737954 -1.620166 5.570704 2.6 6.4 -1.9
C 5.603418 -0.724358 5.132868 0.6 -3.6 -1.2
S 6.898808 -0.137085 4.248450 -3.6 -1.0 2.7
H 1.404883 3.260468 3.399207 -0.5 0.0 -1.5
H 0.633271 2.143757 2.090869 0.5 1.7 0.6
H -0.180125 3.731641 2.590598 1.7 -0.7 -0.4
H 3.302508 3.304211 2.386179 -0.9 0.9 -1.2
H 3.326370 5.012292 1.712773 -0.6 -1.6 -0.5
H 3.730385 4.219172 -0.593068 -0.1 -1.5 1.0
H 4.844607 3.178892 0.426887 -1.9 0.3 -0.1
H 2.094506 2.389456 -1.002361 1.6 -0.6 0.9
H 3.767394 1.622368 -1.249715 -1.1 0.6 1.3
H 1.484509 0.775258 0.498600 1.9 0.0 0.4
H 2.834996 1.219726 1.718081 -0.5 -0.2 -1.8
H 3.639856 -0.717847 -0.675211 -0.5 0.3 1.5
H 4.413975 -0.388769 0.968145 -1.2 -0.3 -0.8
H 1.424074 -1.285490 1.119440 1.5 -0.5 0.3
H 2.556034 -2.581656 0.465809 -0.1 1.4 1.2
H 4.076562 -2.556073 2.553061 -1.6 0.8 0.0
H 2.257541 -2.836070 2.982327 1.5 1.1 -0.5
H 3.808499 -0.072925 3.158668 -0.3 -1.2 1.3
H 1.547124 -2.577239 4.991424 1.6 0.2 1.1
H 3.110807 -3.407749 5.612779 -0.9 1.7 -0.1
H 1.633106 -3.430384 7.517690 0.4 1.8 -0.7
H 0.892482 -1.764216 7.229760 1.8 -0.8 -0.2
H 4.020156 -1.938007 8.031450 -1.7 0.3 0.2
H 2.642051 -0.676313 8.462583 0.8 -1.8 0.0
C -0.326688 4.000879 -5.393451 -0.3 0.0 -0.2
C 0.707017 2.939473 -4.931308 0.0 2.1 -0.4
C 1.526421 2.433474 -6.141431 0.0 -0.5 0.0
C 0.774106 1.452799 -7.035514 -0.1 0.0 0.0
C 0.169538 0.319762 -6.213791 0.4 0.2 0.0
C -0.708189 0.826941 -5.051200 -1.9 -0.7 -0.6
N -0.008622 1.842710 -4.208391 3.6 -2.4 0.7
O 0.904032 1.183400 -3.441508 -2.0 1.4 -0.8
C -2.022063 1.414976 -5.619924 0.0 0.3 -0.2
C -1.188356 -0.392575 -4.222108 0.6 0.2 0.4
C 1.675741 3.731953 -4.011441 0.0 -0.7 0.4
H -1.198349 4.025221 -4.732550 0.1 -0.1 -0.1
H 0.091746 5.011392 -5.377539 0.2 -0.2 0.0
H -0.671518 3.839768 -6.416357 -0.1 -0.1 0.1
H 2.437133 1.934041 -5.785547 -0.2 0.1 0.2
H 1.863673 3.280722 -6.746350 -0.1 0.1 0.2
H -0.004340 1.971993 -7.603779 0.0 0.0 0.0
H 1.462849 1.035645 -7.777413 -0.1 0.1 0.0
H -0.416205 -0.329533 -6.873374 -0.1 0.1 0.2
H 0.984066 -0.303010 -5.823974 -0.1 0.1 0.2
H -2.633666 1.853832 -4.826007 0.1 0.0 0.0
H -2.620812 0.634315 -6.098958 0.2 -0.1 0.2
H -1.869702 2.171261 -6.387491 0.0 0.1 0.1
H -0.360430 -0.994424 -3.838446 0.0 0.3 0.0
H -1.798290 -1.065537 -4.832655 0.1 0.3 -0.2
H -1.801790 -0.073248 -3.373930 0.1 0.0 -0.1
H 1.158176 4.109507 -3.123943 0.0 -0.1 -0.1
H 2.095386 4.591867 -4.542320 -0.3 -0.2 -0.2
H 2.530211 3.132971 -3.684530 -0.3 -0.1 0.0
C -6.224368 -2.736670 -0.800572 -0.1 0.3 -0.2
C -5.216023 -3.146391 0.305859 -2.0 -0.5 -0.5
C -5.492378 -2.345726 1.599804 0.5 0.2 0.2
C -5.003707 -0.901462 1.553655 0.0 0.0 -0.1
C -3.545198 -0.832918 1.114731 -0.2 -0.3 0.3
C -3.285919 -1.569704 -0.215487 0.6 1.6 -1.2
N -3.823778 -2.964018 -0.209934 2.0 -1.2 3.7
O -2.992414 -3.724511 0.557155 -1.4 1.1 -1.9
C -3.906740 -0.760161 -1.379330 -0.4 0.0 0.0
C -1.765327 -1.527263 -0.518811 0.0 -0.6 0.3
C -5.558366 -4.633109 0.596207 0.8 0.0 0.1
H -5.803412 -2.882651 -1.799944 0.0 0.1 0.2
H -7.135352 -3.341238 -0.766109 0.2 0.0 0.2
H -6.553957 -1.700065 -0.711192 0.1 0.0 -0.1
H -5.002798 -2.839833 2.449231 0.0 -0.1 -0.2
H -6.563635 -2.352537 1.823281 0.0 -0.2 -0.2
H -5.633486 -0.305127 0.885576 0.0 0.0 0.0
H -5.105326 -0.451687 2.546662 0.0 0.0 -0.1
H -3.244770 0.216933 1.029366 0.1 -0.2 -0.2
H -2.920427 -1.261360 1.908028 0.0 -0.1 -0.2
H -3.807279 -1.294960 -2.328641 0.0 0.0 0.1
H -3.401680 0.204003 -1.493674 0.1 -0.2 0.2
H -4.958004 -0.518080 -1.235314 0.0 -0.1 0.0
H -1.163309 -1.964783 0.281952 -0.2 -0.1 -0.1
H -1.416960 -0.496124 -0.634286 -0.3 0.0 0.0
H -1.534921 -2.056255 -1.449047 -0.1 0.0 0.1
H -5.371862 -5.260308 -0.281063 0.0 0.1 0.1
H -6.613939 -4.741102 0.863569 0.1 0.3 -0.1
H -4.991015 -5.038892 1.438042 0.1 0.1 -0.2
```
Forces are in eV/Å.